Model P:
Formula: CHBrF2OS
Source: OMol25
Level of theory: ωB97M-V with the def2-TZVPD basis set

The calculation puts the HOMO energy at -10.64 eV. As for the HOMO-LUMO gap: 9.53 eV. Its net charge is 0.

Geometry as XYZ:
```
7
CHBrF2OS | OMol25 | ωB97M-V with the def2-TZVPD basis set
C 0.12076 0.52357 -0.40129
O -0.31071 -0.45690 1.86529
F 0.66192 1.68200 0.03731
F 0.42703 0.42341 -1.72292
S 0.65616 -0.69540 0.83043
Br -0.00546 -2.46188 -0.47077
H -1.54969 0.98520 -0.13805
```


Model Q:
Formula: CHBrF2OS
Source: OMol25
Level of theory: ωB97M-V with the def2-TZVPD basis set

The calculation puts the HOMO energy (alpha / beta) at -10.00 / -10.00 eV. As for the HOMO-LUMO gap (alpha / beta): 9.28 / 9.28 eV. Its net charge is 0.

Geometry as XYZ:
```
7
CHBrF2OS | OMol25 | ωB97M-V with the def2-TZVPD basis set
C 0.52138 0.40741 0.45665
O -0.78092 0.26127 -1.88967
F 1.14240 1.59553 0.59119
F 0.51764 -0.11535 1.62082
S -1.11409 0.40230 -0.50910
Br -1.60280 -1.54238 0.32825
H 1.31640 -1.00879 -0.59815
```


The relative energies come out as model P 0.0; model Q 72.9, with values in kJ/mol.


Model P:
Formula: C19H17N3O4
Source: OMol25
Level of theory: ωB97M-V with the def2-TZVPD basis set

The calculation puts the HOMO energy at -8.71 eV. As for the HOMO-LUMO gap: 8.68 eV. Its net charge is 0.

Geometry as XYZ:
```
43
C19H17N3O4 | OMol25 | ωB97M-V with the def2-TZVPD basis set
C 1.69989 3.22313 0.13977
C 1.27344 2.42894 -1.05734
C 0.79818 3.06074 -2.20124
C 0.41972 2.32577 -3.31196
C 0.48549 0.94432 -3.29456
C 0.95497 0.29889 -2.15614
C 0.99136 -1.17902 -2.01063
O 1.80402 -1.76781 -1.33043
N -0.01817 -1.83497 -2.68747
N -0.35955 -3.10058 -2.23656
C -0.61017 -3.40191 -0.93856
O -0.58931 -4.58038 -0.58118
C -0.82331 -2.30087 0.02201
C -0.38254 -2.51938 1.31439
O 0.02506 -3.69621 1.74904
C -0.31411 -1.40909 2.22578
C 0.25703 -1.55569 3.49526
C 0.37443 -0.47665 4.33677
C -0.07792 0.77136 3.91605
C -0.65351 0.93613 2.67603
C -0.79160 -0.15282 1.80449
N -1.39270 -0.02545 0.57909
C -2.01012 1.22998 0.20361
C -1.45500 -1.05533 -0.34801
O -2.05540 -0.87703 -1.40553
C 1.35819 1.04459 -1.05347
H 1.63309 2.62542 1.04624
H 1.08881 4.11656 0.25257
H 2.73603 3.54069 0.02197
H 0.72696 4.13890 -2.22230
H 0.06321 2.83486 -4.19501
H 0.19542 0.37538 -4.16448
H -0.83473 -1.26928 -2.92264
H -0.08383 -3.88285 -2.82095
H -0.10456 -4.35501 1.01179
H 0.60783 -2.53400 3.78264
H 0.81791 -0.59032 5.31346
H 0.02153 1.62526 4.56972
H -0.99150 1.91547 2.38112
H -2.50582 1.06895 -0.75280
H -2.74882 1.52855 0.94737
H -1.25731 2.01053 0.08536
H 1.72740 0.52025 -0.18331
```


Model Q:
Formula: C19H17N3O4
Source: OMol25
Level of theory: ωB97M-V with the def2-TZVPD basis set

The calculation puts the HOMO energy at -8.29 eV. As for the HOMO-LUMO gap: 8.70 eV. Its net charge is 0.

Geometry as XYZ:
```
43
C19H17N3O4 | OMol25 | ωB97M-V with the def2-TZVPD basis set
C 3.29647 3.13316 -2.64355
C 2.41930 1.96405 -2.34041
C 1.02764 1.82065 -2.73620
C 0.54627 0.69102 -2.16679
C -0.83459 0.13101 -2.35346
C -1.52711 0.37481 -3.52852
C -2.85467 -0.07321 -3.69633
C -3.48942 -0.70316 -2.64286
C -2.82761 -1.04306 -1.48764
C -1.47976 -0.66732 -1.36011
O -3.68268 -1.68329 -0.63772
C -4.91853 -1.74392 -1.37030
O -4.79864 -1.08026 -2.63222
N 1.64403 0.18017 -1.45902
C 1.71842 -1.04274 -0.65204
C 1.52008 -0.90946 0.83655
C 0.84729 0.23719 1.35722
C 0.63592 0.39722 2.73511
C 1.04580 -0.57366 3.66209
C 0.83704 -0.44328 5.10533
O 1.52922 -1.03904 5.91288
N -0.09135 0.42393 5.61036
O -0.27139 0.59996 6.97109
C 1.68521 -1.72925 3.12013
C 1.94057 -1.89579 1.74508
N 2.76037 0.98944 -1.57524
H 3.35946 3.25489 -3.73391
H 4.28605 2.99942 -2.22647
H 2.85814 4.03737 -2.19640
H 0.46848 2.46006 -3.41415
H -1.08672 0.95874 -4.31935
H -3.39398 0.18188 -4.61333
H -1.00010 -0.96683 -0.46823
H -5.17522 -2.79849 -1.48831
H -5.70774 -1.25025 -0.75832
H 2.67935 -1.51315 -0.85339
H 0.99919 -1.74743 -1.06203
H 0.51532 0.98944 0.64914
H 0.18043 1.31683 3.09884
H -0.64613 0.85194 4.92679
H 0.47305 0.18026 7.43103
H 2.08501 -2.47109 3.79013
H 2.42755 -2.79878 1.46457
```


The relative energies come out as model P 0.0; model Q 421.8, with values in kJ/mol.


Model P:
Formula: C6H20O4
Source: OMol25
Level of theory: ωB97M-V with the def2-TZVPD basis set

The calculation puts the HOMO energy at -9.27 eV. As for the HOMO-LUMO gap: 9.76 eV. Its net charge is 0.

Geometry as XYZ:
```
30
C6H20O4 | OMol25 | ωB97M-V with the def2-TZVPD basis set
C 0.53389 -1.39342 1.36025
C 1.63534 -1.95659 2.24105
C 1.37056 -3.00404 3.34843
O 2.47589 -2.55454 1.31075
H -0.37729 -1.05424 1.85301
H 0.11379 -2.22573 0.79556
H 0.96923 -0.65071 0.69170
H 2.15130 -1.14757 2.75814
H 0.56650 -3.68825 3.07742
H 0.94639 -2.70100 4.30569
H 2.32812 -3.51729 3.43644
H 2.85339 -1.81789 0.82450
C -0.80719 2.81165 -1.84267
C -1.96236 2.26873 -1.03139
C -3.35584 2.62877 -1.63597
O -1.95765 0.85864 -1.27540
H -0.90030 2.44135 -2.86360
H 0.13408 2.45616 -1.42346
H -0.76561 3.90081 -1.83239
H -1.95062 2.66441 -0.01581
H -3.49308 3.70478 -1.52890
H -4.20554 2.15616 -1.14326
H -3.33305 2.49763 -2.71781
H -2.78254 0.43704 -1.02355
O 3.48616 -0.77868 -0.12518
H 2.79727 -0.70343 -0.78548
H 3.37106 -0.00791 0.43062
O 0.41885 -0.55887 -2.26124
H 0.12995 -0.56377 -3.17379
H -0.39063 -0.50213 -1.75354
```


Model Q:
Formula: C6H20O4
Source: OMol25
Level of theory: ωB97M-V with the def2-TZVPD basis set

The calculation puts the HOMO energy at -9.57 eV. As for the HOMO-LUMO gap: 10.11 eV. Its net charge is 0.

Geometry as XYZ:
```
30
C6H20O4 | OMol25 | ωB97M-V with the def2-TZVPD basis set
C -0.57259 1.98629 1.37784
C -0.21795 0.84968 0.81392
C -0.97550 -0.44557 1.17294
C -0.46808 -1.05429 2.47357
C 0.88869 0.84485 -0.23565
C 2.28880 0.69633 0.64540
H -1.45625 2.13098 1.99309
H -0.00341 2.95050 1.18232
H -0.92304 -1.03700 0.36092
H -2.13119 -0.16506 1.26752
H 0.63251 -1.43545 2.41612
H -1.12659 -1.96954 2.60267
H -0.38647 -0.29455 3.29081
H 1.02309 1.68358 -0.96888
H 0.66806 -0.05858 -0.85431
H 2.70502 1.57473 1.14820
H 3.04952 0.28609 -0.17266
H 2.20118 0.02988 1.55665
O 1.30522 -3.14217 -1.03176
H 1.84712 -2.90248 -0.30949
H 1.46484 -2.67258 -1.73678
O -1.47778 -0.52999 -2.02704
H -1.13492 -0.44016 -1.16734
H -2.12536 -1.25188 -1.82512
O -2.84726 1.31400 -0.84657
H -2.57711 0.76234 -1.56534
H -2.11277 1.66990 -0.31175
O 1.09980 0.05414 -2.97708
H 0.85409 -0.00249 -3.80343
H 0.50834 0.56848 -2.46879
```


The relative energies come out as model P 0.0; model Q 207.1, with values in kJ/mol.